C48H76Cl8CuN5O4 | wB97M-V/def2-TZVPD

Each line ends with the Löwdin spin population.
Element x y z (Å)
Cu 3.0781 -3.3055 -3.4481  0.0000
C 2.5855 1.7363 3.3270  0.0002
C 1.6738 0.5569 2.9010  0.0009
C 1.0716 0.8302 1.4373  0.0001
C 0.4140 -0.4444 0.9055  0.0000
N -0.0033 -0.2374 -0.5893  0.0000
C -0.6941 -1.4425 -1.2659  0.0000
C -0.3850 -1.4228 -2.7858  0.0000
C 0.8283 -0.6061 -2.9724  0.0000
C 1.2610 -0.3122 -1.5309  0.0000
C -0.8120 1.0249 -0.7814  0.0000
H 3.3791 1.7731 2.5807  0.0000
H 3.0472 1.3807 4.2481  0.0002
H 2.0827 2.6902 3.4859  0.0000
H 0.9927 0.4332 3.7430  0.0000
H 2.2853 -0.3431 2.9649  0.0008
H 1.9541 1.1276 0.8710  0.0000
H 0.4115 1.6976 1.4330  0.0000
H -0.4715 -0.8932 1.3557  0.0000
H 1.1552 -1.2399 0.8277  0.0000
H -1.7066 -1.5060 -0.8673  0.0000
H -0.2632 -2.3633 -0.8726  0.0000
H -1.2459 -1.0942 -3.3680  0.0000
H -0.1977 -2.4773 -2.9882  0.0000
H 0.4741 0.3101 -3.4448  0.0000
H 1.7027 -0.9381 -3.5321  0.0000
H 1.8394 0.6051 -1.4210  0.0000
H 1.9614 -1.0977 -1.2473  0.0000
H -0.0484 1.7975 -0.8721  0.0000
H -1.5124 1.1958 0.0361  0.0000
H -1.3311 0.9092 -1.7328  0.0000
C 1.7521 -2.6649 -5.9610  0.0000
O 2.1683 -3.8663 -5.6070  0.0000
H 1.5957 -2.3515 -6.9932  0.0000
H 0.7736 -2.5792 -5.4884  0.0000
H 2.3181 -1.8410 -5.5263  0.0000
O 4.0583 -1.5111 -2.4867  0.0000
H 4.5866 -0.7591 -2.1551  0.0000
Cl -3.3001 -2.2637 1.1981  0.0000
C -4.8437 -1.7762 1.9545  0.0000
C -5.5139 -0.5969 1.2369  0.0000
Cl -4.3832 0.8122 1.0915  0.0000
H -4.5012 -1.5039 2.9529  0.0000
H -5.4455 -2.6791 2.0577  0.0000
H -6.3917 -0.3357 1.8280  0.0000
H -5.6939 -0.9278 0.2140  0.0000
Cl -3.8163 1.9408 -3.9194  0.0000
C -3.7610 2.3212 -2.1984  0.0000
C -5.1480 2.9924 -1.7587  0.0000
Cl -6.6052 1.8893 -1.9427  0.0000
H -3.0266 3.0587 -1.8746  0.0000
H -3.4891 1.4179 -1.6523  0.0000
H -5.2064 3.9498 -2.2765  0.0000
H -5.0891 3.0628 -0.6726  0.0000
Cl -0.3569 1.9626 5.6312  0.0001
C -2.0678 1.6270 5.4012  0.0000
C -2.8644 3.0306 5.4286  0.0000
Cl -4.5528 3.0158 4.8483  0.0000
H -2.3036 0.9815 6.2473  0.0000
H -2.1750 1.0911 4.4581  0.0000
H -2.3244 3.7521 4.8156  0.0000
H -2.7664 3.5249 6.3951  0.0000
Cl -0.2905 2.7488 -5.0449  0.0000
C 0.7285 1.8914 -6.2593  0.0000
C 1.4491 2.8116 -7.2645  0.0000
Cl 2.4281 1.8344 -8.4258  0.0000
H 0.1297 1.1902 -6.8405  0.0000
H 1.6028 1.3723 -5.8665  0.0000
H 2.1068 3.5454 -6.7987  0.0000
H 0.7079 3.3816 -7.8248  0.0000
C -0.4011 7.6549 1.3244  0.0000
C -1.9812 7.4360 1.5313  0.0000
C -2.6494 6.2346 0.6963  0.0000
C -1.7624 5.1227 0.3364  0.0000
N -1.0275 4.2647 -0.0061  0.0000
H 0.1371 6.8019 1.7378  0.0000
H -0.0728 8.5930 1.7720  0.0000
H -0.0852 8.0052 0.3418  0.0000
H -2.5059 8.3854 1.4244  0.0000
H -2.0269 7.1732 2.5882  0.0000
H -3.1976 6.6385 -0.1549  0.0000
H -3.4277 5.7947 1.3198  0.0000
C 3.1708 6.2382 -0.0875  0.0000
C 3.8739 5.8737 1.2898  0.0000
C 3.4715 4.5578 1.9254  0.0000
C 3.6964 3.5112 0.9246  0.0000
N 3.8994 2.7023 0.1091  0.0000
H 3.4355 7.1876 -0.5530  0.0000
H 2.0943 6.3050 0.0696  0.0000
H 3.1804 5.3756 -0.7537  0.0000
H 3.8187 6.6692 2.0329  0.0000
H 4.9078 5.7159 0.9826  0.0000
H 2.3924 4.5820 2.0774  0.0000
H 4.0051 4.2711 2.8316  0.0000
C -1.7748 -6.6246 -2.5940  0.0000
C -1.5717 -5.3026 -3.3101  0.0000
C -1.9333 -5.3490 -4.7973  0.0000
C -3.3672 -5.5430 -4.9540  0.0000
N -4.5044 -5.6950 -5.0920  0.0000
H -1.2144 -7.5028 -2.9148  0.0000
H -2.8068 -6.9687 -2.5263  0.0000
H -1.4929 -6.3550 -1.5762  0.0000
H -0.5669 -4.8815 -3.3449  0.0000
H -2.1542 -4.4923 -2.8718  0.0000
H -1.3880 -6.0976 -5.3720  0.0000
H -1.5763 -4.4441 -5.2890  0.0000
C -0.9676 -0.8928 -8.9697  0.0000
C -2.4613 -1.0658 -8.9419  0.0000
C -2.8213 -2.1834 -7.9858  0.0000
C -2.7327 -1.9829 -6.5452  0.0000
N -2.7622 -1.8194 -5.4298  0.0000
H -0.6525 -0.1935 -9.7442  0.0000
H -0.5232 -1.8485 -9.2476  0.0000
H -0.5981 -0.7029 -7.9619  0.0000
H -2.7979 -1.3734 -9.9319  0.0000
H -3.1335 -0.2619 -8.6420  0.0000
H -2.1148 -2.9597 -8.2796  0.0000
H -3.8444 -2.4701 -8.2289  0.0000
C 3.9777 -2.3254 3.8563  0.0199
C 3.7941 -3.7082 3.5525  0.0372
C 3.2641 -4.5333 4.5553  0.0012
C 3.0192 -4.1385 5.8800  0.0648
C 3.4466 -2.8178 6.1727  0.0518
C 3.7766 -1.9451 5.1450  0.0120
C 3.6489 -2.4558 7.6127  0.1161
O 4.2155 -1.3485 7.9486  0.2160
C 3.0577 -3.4615 8.5774  0.0536
C 3.0260 -3.0751 9.9392  0.0052
C 2.3098 -3.7788 10.9411  0.0275
C 1.7359 -4.9753 10.6185  0.0223
C 1.8748 -5.4000 9.3083  0.0101
C 2.5837 -4.7041 8.2779  0.0496
C 2.5746 -5.1883 6.8932  0.1024
O 2.2072 -6.3306 6.5223  0.1988
H 4.4255 -1.6116 3.1808  0.0007
H 4.1388 -4.1415 2.6252  0.0027
H 3.0977 -5.5347 4.1866  0.0003
H 4.1646 -0.9418 5.2415  0.0013
H 3.5856 -2.2030 10.2437  0.0007
H 2.2258 -3.4252 11.9582  0.0017
H 1.1354 -5.5806 11.2814  0.0013
H 1.5134 -6.3541 8.9540  0.0006

Summary:
HOMO level (alpha / beta) ... -2.3 / -5.1 eV
Expectation value of S² ... 0.78
Multiplicity ... 2
Orbital gap (alpha / beta) ... 0.1201 / 0.2209 Eh
Charge ... -1